(1)
Molecular formula: C10H16N2O3
Method: DFT, ωB97M-V/def2-TZVPD

Values from the calculation:
- ΔE to the lowest compared entry with this formula, charge and spin (kcal/mol) = 34.4
- SMILES string = COC(=O)C(=O)N1[C@@H]2CC[C@H]1CN(C)C2
- max |F| (eV Å⁻¹) = 5.14
- multiplicity = 1

XYZ file:
```
31
Properties=species:S:1:pos:R:3:forces:R:3
O 1.218562 -0.123062 2.271129 -2.24 -1.23 0.80
O -2.038679 -1.079059 1.567768 0.79 -0.35 0.80
O -0.269301 -1.095323 3.728460 -0.14 0.50 -2.08
C 0.081407 -0.554663 2.515610 3.24 1.29 0.83
C -0.979846 -0.470004 1.444128 -3.34 0.00 -2.68
N 0.613093 -0.207934 -2.090936 -0.47 0.41 -0.55
N -0.852540 0.252250 0.236758 2.20 0.02 4.65
C 0.822041 -1.377779 4.619406 0.23 -0.36 0.26
C 1.567406 -1.025520 -2.893478 -0.47 0.45 0.73
C -0.683673 -0.865937 -1.755574 0.19 1.56 -2.06
C 1.246154 0.544174 -0.993704 -1.07 -0.09 -0.03
C -1.806939 1.503979 -1.467109 0.55 0.16 -0.48
C -0.725923 2.317734 -0.682545 -0.10 0.17 -0.72
C -1.641466 0.057714 -0.966162 1.18 -0.14 0.41
C 0.195198 1.251836 -0.071220 0.17 -0.29 -1.01
H 1.615878 -1.901681 4.065997 -0.30 0.03 0.27
H 1.264118 -0.453185 5.007908 -0.26 -0.15 0.00
H 0.410266 -2.016701 5.446863 0.35 0.74 -0.95
H 1.050101 -1.583938 -3.712479 0.35 0.57 0.72
H 2.120904 -1.733672 -2.246418 -0.26 -0.12 -0.18
H 2.347343 -0.362605 -3.313822 -0.53 -0.20 0.00
H -1.177249 -1.121960 -2.702630 0.26 -0.13 -0.02
H -0.494369 -1.755344 -1.218329 -0.17 -1.24 0.96
H 1.836329 -0.122017 -0.357892 0.09 -0.05 0.25
H 1.912275 1.303052 -1.391312 0.21 0.09 -0.28
H -1.569996 1.521540 -2.531359 -0.13 0.12 -0.06
H -2.832787 1.881644 -1.331561 0.45 -0.18 0.09
H -1.186499 2.839853 0.166086 0.05 -0.04 -0.24
H -0.210309 3.072742 -1.306138 -0.20 -0.44 0.24
H -2.593455 -0.419435 -0.786459 -0.01 -0.27 0.27
H 0.761957 1.723302 0.749014 -0.59 -0.82 0.08
```
Forces are in eV/Å.

***

(2)
Molecular formula: C18H21N3O
Method: DFT, ωB97M-V/def2-TZVPD

Values from the calculation:
- ΔE to the lowest compared entry with this formula, charge and spin (kcal/mol) = 303.7
- max |F| (eV Å⁻¹) = 15.75
- multiplicity = 1

XYZ file:
```
43
Properties=species:S:1:pos:R:3:forces:R:3
O -1.504141 -2.308669 1.376953 1.68 1.95 -1.20
C -1.217618 -1.134666 1.075237 -2.01 0.76 0.49
N -2.105508 -0.069193 1.481135 -2.97 -5.91 2.95
H -2.959151 -0.626971 2.007734 3.02 1.75 -1.24
C -2.725923 0.737719 0.506075 -4.32 4.41 7.59
C -4.137174 0.505545 0.071763 -0.72 2.60 -0.21
C -4.397734 -0.787531 -0.369620 -3.21 3.61 -2.54
C -5.546405 -0.935357 -1.246171 -0.66 -1.58 1.63
C -6.580740 0.023097 -1.261011 9.28 -1.22 2.92
C -6.270015 1.202788 -0.624171 0.48 1.87 0.48
C -5.152381 1.742218 -0.003610 1.01 -14.40 -3.81
H -5.031746 2.615735 0.308407 1.24 7.22 2.74
H -7.065651 1.814593 -0.754972 -2.45 2.57 0.10
H -7.456230 -0.145415 -1.587909 -6.10 -1.10 -2.78
H -5.700248 -1.950539 -1.677856 0.08 0.93 0.08
H -3.602331 -1.442756 -0.375885 1.32 -1.71 0.16
H -1.983273 0.935948 -0.077712 3.54 1.85 -4.76
H -2.881396 1.772098 1.343126 0.50 -1.85 -3.07
N -0.154527 -0.562267 0.359537 -3.15 -6.00 0.32
C 0.311249 0.671792 0.795707 1.40 1.44 -5.43
H 0.245492 1.247901 -0.312230 0.63 -0.01 3.32
C 1.690446 0.557595 1.232693 4.45 -2.78 0.69
N 2.534768 -0.019213 0.042093 -6.62 -0.84 2.43
C 3.831640 0.098639 0.005137 -1.61 -5.41 -11.67
C 4.681064 0.740895 0.621790 6.20 4.37 13.80
C 6.122223 0.790342 0.678176 -2.63 -1.34 -2.36
C 6.663976 0.261047 -0.511398 4.33 4.48 3.25
C 5.922262 0.087880 -1.569035 -7.21 -4.60 -1.67
C 4.448145 -0.302317 -1.266280 4.39 2.00 -0.97
H 3.986586 -0.685799 -2.135913 -0.97 -0.31 -0.54
H 6.357309 -0.214478 -2.531894 -0.45 0.40 0.35
H 7.682384 0.572742 -0.766404 0.35 -0.75 0.59
H 6.653680 1.210037 1.524024 -0.09 -0.23 -0.23
H 4.219502 0.680556 1.796693 1.29 1.59 -2.29
C 1.760319 -1.123171 -0.834406 -0.30 9.26 -1.49
H 2.499222 -1.648418 -1.151091 4.14 -3.80 -2.49
C 0.696435 -1.685853 -0.203133 2.47 4.47 10.78
H 0.112878 -2.385660 -0.378826 -5.24 -6.25 -3.61
H 1.065751 -2.201962 0.837823 -0.06 0.83 -1.96
H 1.252958 -0.421224 -1.622590 1.49 -1.44 0.36
H 1.950273 -0.219772 2.155367 -1.37 2.04 -1.92
H 2.083601 1.524960 1.527733 0.28 0.04 -0.12
H -0.299951 1.077112 1.514916 -1.43 1.10 1.34
```
Forces are in eV/Å.

***

(3)
Molecular formula: C6H11N2O2
Method: DFT, ωB97M-V/def2-TZVPD

Values from the calculation:
- ΔE to the lowest compared entry with this formula, charge and spin (kcal/mol) = 115.3
- max |F| (eV Å⁻¹) = 4.21
- total charge = +1
- multiplicity = 1

XYZ file:
```
21
Properties=species:S:1:pos:R:3:forces:R:3
C -1.233000 -1.057451 -0.568695 1.27 2.82 1.89
C -0.436515 0.013719 -0.362251 1.34 -1.76 -1.24
C 1.831064 -0.211857 0.135495 -0.66 -1.70 3.65
C -2.469362 -0.835371 0.284408 -0.76 -0.24 -2.40
C -2.044687 0.398489 1.023566 -1.19 1.91 3.55
C 1.537811 0.573586 -0.983504 -3.31 0.04 1.10
N 1.736946 -1.562259 0.184389 1.44 2.93 -0.42
N 1.557652 1.895974 -1.152315 0.31 3.35 0.57
O 2.028261 0.329462 1.399807 0.22 -0.63 -2.61
O -0.820263 0.914656 0.466348 0.17 1.61 0.58
H -1.110150 -1.631254 -1.386534 0.20 -2.44 -2.24
H -3.256061 -0.598680 -0.487735 0.20 -0.26 1.12
H -2.794246 -1.711185 0.869320 0.26 0.58 -0.03
H -2.771497 1.260197 1.093116 0.62 -1.05 -0.53
H -1.761900 0.240163 2.103570 -0.41 -0.37 -0.98
H 1.457743 0.057958 -1.868613 0.25 -1.28 -2.00
H 1.547982 -2.134530 -0.597352 -0.32 -0.40 -0.70
H 1.742340 -1.931874 1.091240 0.11 -0.84 1.22
H 1.400990 2.701013 -0.451836 0.29 -2.46 -1.22
H 1.279994 2.161738 -2.093777 0.24 0.16 0.46
H 2.576903 1.127505 1.301349 -0.28 0.00 0.22
```
Forces are in eV/Å.

***

(4)
Molecular formula: C7H10F8K4N4O22S8
Method: DFT, ωB97M-V/def2-TZVPD

Values from the calculation:
- max |F| (eV Å⁻¹) = 9.01
- multiplicity = 1

XYZ file:
```
63
Properties=species:S:1:pos:R:3:forces:R:3
K -1.495057 -4.740671 0.780606 -0.09 0.55 -0.62
K 1.484073 3.228339 -2.369294 0.31 -0.14 0.20
K -2.249687 2.170989 8.421396 0.14 0.31 -0.55
K 0.198853 -4.073501 5.372976 0.10 0.48 -0.05
N 5.224863 4.258279 -1.273284 -0.71 -2.62 5.17
S 5.910223 3.273839 -0.049614 -1.31 -1.31 0.63
O 6.525363 4.062719 0.932216 -0.04 1.13 1.14
O 6.622073 2.053159 -0.367814 -1.21 1.02 -0.67
F 4.508433 2.704209 0.582996 0.78 0.69 -0.51
S 6.250333 3.974019 -2.333814 3.79 1.57 -6.34
O 5.931853 2.876409 -3.236924 0.62 0.85 1.16
O 7.646303 4.341719 -2.062374 -2.00 -1.53 0.08
F 5.821293 5.267799 -3.180094 -0.29 0.10 -0.73
N 0.306493 -0.398191 -4.517944 -2.11 -2.39 2.26
S -0.739077 -1.561371 -3.855024 -2.57 1.85 0.18
O -0.150597 -2.550281 -2.931614 -1.26 1.52 -1.70
O -1.809147 -1.853801 -4.803494 1.94 -0.50 1.74
F -1.547517 -0.528221 -2.852134 1.01 -0.76 -0.39
S 1.416713 -1.393621 -4.988374 4.24 -0.27 -1.71
O 0.961613 -2.467461 -5.846914 0.33 0.69 0.94
O 2.485623 -1.689881 -4.028974 -1.70 0.53 -1.47
F 2.061903 -0.312971 -6.012274 0.07 -0.72 0.54
N -0.815647 6.639159 3.408636 2.99 -2.04 3.46
S -1.436787 5.438729 2.681616 -2.47 -1.37 -6.43
O -2.192967 4.440509 3.382136 0.74 0.02 0.37
O -0.677547 5.021739 1.475886 -1.26 0.24 2.52
F -2.602187 6.328859 2.051976 -0.32 0.03 -0.30
S 0.308823 5.697309 4.312526 2.53 1.94 3.84
O 1.541623 5.336229 3.644796 -1.96 0.24 0.18
O -0.118867 4.818869 5.428996 -0.27 0.96 -2.58
F 0.745053 6.967799 5.241396 -0.14 -0.29 -0.84
N -1.103057 -1.282531 2.808856 5.26 -0.29 -1.12
S -2.190707 -0.357511 3.227956 -8.31 1.88 2.94
O -2.730097 0.396899 2.124156 0.74 0.79 1.67
O -2.123567 0.141199 4.627316 -0.62 -1.20 -2.83
F -3.368137 -1.507881 3.229816 0.28 -0.33 1.09
S -0.108337 0.047099 2.398006 5.50 1.38 -2.76
O 0.209003 0.988099 3.443876 -1.31 -1.26 -0.59
O -0.222297 0.537919 1.040606 -0.43 -1.29 1.92
F 1.311403 -0.755541 2.330296 -1.04 -0.58 0.14
C 6.428183 -2.896761 -0.245594 -1.69 0.18 -0.62
C 5.670453 -4.225941 -0.155304 -0.32 1.48 -2.09
O 6.388093 -4.901091 0.820536 0.24 -0.76 1.28
C 7.579283 -4.252951 1.093136 0.65 -1.46 0.73
O 8.359723 -4.641641 1.940156 -1.59 1.13 -1.93
O 7.696763 -3.246841 0.213126 1.41 0.24 1.20
H 5.905753 -2.194281 0.403786 0.56 0.40 0.19
H 6.490343 -2.472911 -1.247874 0.08 -0.12 0.15
H 5.663973 -4.668581 -1.151354 0.53 -0.84 0.15
H 4.607763 -4.056991 0.018626 0.09 -0.16 0.89
C -9.557357 -1.494821 -1.334094 -0.47 0.33 -1.04
C -8.100527 -1.721251 -1.722364 -1.62 0.60 1.62
C -7.268227 -2.321961 -0.613014 0.09 0.32 -0.11
O -6.432817 -3.216321 -1.347904 1.85 -0.28 0.72
C -6.819197 -3.273211 -2.622414 1.74 -2.50 -3.49
O -6.266687 -3.835471 -3.586214 -1.41 1.61 3.77
O -7.987547 -2.684761 -2.708454 -1.44 0.31 -2.11
H -9.661877 -0.864921 -0.450694 0.10 -0.06 -0.02
H -10.198427 -2.373421 -1.262064 0.62 -0.46 0.49
H -10.039637 -0.995001 -2.174144 0.05 0.48 0.06
H -7.700657 -0.771561 -2.077714 0.27 -0.01 -0.04
H -7.851397 -2.900141 0.103736 -0.01 0.06 0.02
H -6.696637 -1.527641 -0.132974 0.27 -0.41 0.21
```
Forces are in eV/Å.

***

| no. | orbital gap (eV) | E_LUMO (Eh) |
| --- | --- | --- |
| 1 | 8.61 | 0.0117 |
| 2 | 8.30 | 0.0221 |
| 3 | 7.46 | -0.1650 |
| 4 | 3.76 | -0.1558 |